Record 1
DFT (ωB97M-V/def2-TZVPD) results for a 14-piece molecular cluster, C35H62Cl26F3N2O overall at a distorted geometry.

```
! wB97M-V def2-TZVPD RIJCOSX def2/J DEFGRID3
* xyz 1 1
H 4.746 11.487 -1.673
Cl 1.941 9.133 -0.329
Cl 4.838 -7.494 7.863
H 3.213 1.975 -10.849
C 3.028 -5.802 6.704
Cl 5.643 -5.686 3.023
C -1.884 2.617 -6.827
H -3.875 -0.387 -0.270
H 6.299 10.924 -1.049
C -3.870 -2.403 0.524
H 3.103 -7.083 3.017
C 5.432 11.546 -0.829
H -0.500 10.678 -0.542
Cl -0.102 1.082 -9.486
Cl 5.343 -13.798 6.365
H 3.785 -12.359 7.396
H -2.897 -1.265 5.112
C -3.180 -1.266 -0.290
H -3.371 -4.050 1.507
H 1.193 2.432 1.047
Cl -3.350 0.249 -4.697
Cl 0.228 0.377 1.701
H 6.470 13.327 -1.411
C 2.366 2.045 -10.165
H 5.419 -10.606 8.224
H -1.721 5.516 -0.189
F 1.059 -4.045 4.703
C 1.477 1.655 1.756
H 2.408 1.203 1.410
F 1.825 -3.337 2.710
H -2.868 2.651 -6.361
H -1.518 1.591 -6.773
H 3.645 -4.718 2.282
O -4.802 -2.079 1.252
H -7.143 -2.987 1.666
C 2.020 -3.556 -3.475
N -3.478 -3.774 0.525
Cl -9.393 -2.761 2.282
H -0.994 -1.200 -0.278
C -7.773 1.546 -0.320
Cl 1.479 6.468 1.393
C 1.235 1.175 -10.662
N -0.364 -2.824 3.294
H 4.796 -5.156 7.729
C 0.748 -3.781 3.425
H -3.438 1.214 -2.547
Cl 2.692 -0.961 -2.913
C 0.045 6.607 0.344
H 1.592 0.156 -10.817
H 0.831 1.541 -11.604
Cl 5.767 -12.537 9.504
H 1.606 -3.194 -4.415
H -7.290 -4.698 -0.059
C -2.818 1.381 -3.428
Cl 0.690 -3.652 -2.289
Cl 1.905 3.763 -10.086
C -1.345 1.237 -3.116
C 4.227 -5.574 1.948
H -0.068 11.882 -1.759
F 0.356 -4.948 2.814
C 5.873 12.969 -0.572
H 6.477 13.044 0.332
H -0.737 1.306 -4.017
H -7.762 -4.460 2.420
C 1.664 2.211 3.148
H 4.692 -11.563 6.105
H 5.120 -5.892 6.156
Cl -2.718 4.660 -8.447
H -8.536 -3.492 -0.391
H 2.456 -6.665 1.425
H 4.584 -5.370 0.939
H -0.542 7.446 0.719
H 1.847 1.421 3.875
H -3.306 -0.211 2.751
H -0.948 -2.979 5.372
H 0.383 6.853 -0.661
Cl 0.246 3.143 3.692
C 3.153 -2.680 -2.991
Cl 4.627 10.826 0.588
H -1.045 5.048 1.375
H 6.750 -11.576 7.587
H -6.282 2.660 0.785
H -2.521 2.361 -8.856
Cl 4.490 14.080 -0.409
H 0.135 -2.549 1.186
H -3.018 2.388 -3.796
Cl -9.438 -5.551 0.322
H 3.499 -2.982 -2.003
H 3.993 -2.751 -3.682
C 4.778 -12.221 6.971
C -6.382 1.718 0.247
C 5.734 -11.621 7.977
H -0.944 3.132 -8.701
C -7.984 -3.680 1.693
Cl -0.403 9.769 -2.718
H -2.965 -1.625 -1.327
H 2.702 1.739 -9.175
H 2.211 10.791 -1.984
C -0.530 -2.270 2.034
Cl 2.517 -6.943 5.433
H -8.492 1.451 0.495
H 2.379 -4.573 -3.629
C -1.800 -0.764 0.366
H 2.838 -4.798 6.324
H 2.515 2.892 3.161
C -1.935 3.068 -8.268
Cl 0.037 3.983 -0.434
C -8.215 -4.257 0.315
C 4.493 -5.950 7.046
C -1.147 -2.500 4.387
C -2.223 -1.552 4.269
H -6.161 0.904 0.938
H 2.394 -5.961 7.576
C 0.124 10.865 -1.415
C -2.483 -0.934 2.964
H -2.572 -3.928 0.075
Cl -5.128 1.673 -1.025
Cl -0.966 -0.317 -2.314
H -1.034 2.028 -2.433
Cl -8.277 2.946 -1.296
H 1.902 11.474 -0.384
C 1.592 10.704 -1.091
C -1.610 -1.326 1.832
H -1.667 0.338 0.300
H -7.844 0.655 -0.942
C -0.793 5.350 0.359
C 3.374 -6.822 1.994
Cl 4.197 -8.223 1.267
Cl -0.773 3.613 -5.847
*
```

Results
HOMO-LUMO gap = 6.82 eV
E_LUMO = -4.851 eV

Results of the Mulliken charge analysis, in e, for atoms 1 through 4:
1. H 0.225
2. Cl -0.133
3. Cl -0.148
4. H 0.330



Record 2
DFT (ωB97M-V/def2-TZVPD) results for a 2-piece molecular cluster, C6H10N4O2 overall at a distorted geometry.

```
! wB97M-V def2-TZVPD RIJCOSX def2/J DEFGRID3
* xyz 0 1
C 1.088 -0.587 0.805
C -0.557 -0.637 -1.400
H -0.568 -1.723 -1.250
N 1.897 -0.489 -0.254
H -1.737 0.877 -2.389
H -1.897 -0.749 -3.099
O -0.512 -0.008 -0.121
H 0.341 -0.351 -1.925
H 0.352 -1.414 0.800
N 1.151 0.161 1.901
H 3.629 1.974 0.923
H -1.726 -1.383 0.750
H -3.187 -1.521 -1.134
C -3.025 -0.438 -1.270
H -1.577 0.217 1.557
N 2.075 1.098 1.940
C 2.868 1.196 0.888
C -1.803 -0.198 -2.157
N 2.830 0.441 -0.216
C -1.673 -0.293 0.611
H -3.931 -0.003 -1.691
O -2.835 0.175 -0.006
*
```

Results
structure (SMILES) = C1COCOC1.c1nncnn1
HOMO-LUMO gap = 8.76 eV
E_LUMO = -0.345 eV

Results of the Mulliken charge analysis, in e, for atoms 1 through 4:
1. C 0.169
2. C -0.519
3. H 0.351
4. N -0.075



Record 3
DFT (ωB97M-V/def2-TZVPD) results for a 2-piece molecular cluster, C3H9NO overall at a distorted geometry.

```
! wB97M-V def2-TZVPD RIJCOSX def2/J DEFGRID3
* xyz 0 1
H -2.507 -0.471 0.481
H -2.135 -1.150 -1.178
H 2.360 0.879 2.093
H 1.550 -0.452 2.654
C 0.487 1.178 -1.575
H 1.083 1.473 -2.431
N -0.489 -0.496 -0.080
C -1.871 -1.087 -0.125
H 0.390 -0.918 -1.851
C 0.059 -0.038 -1.297
O 1.565 0.479 2.439
H 0.290 2.073 -0.992
H -1.781 -2.108 0.217
H -0.455 0.197 0.642
*
```

Results
structure (SMILES) = C=CNC.O
HOMO-LUMO gap = 9.31 eV
E_LUMO = 0.981 eV

Results of the Mulliken charge analysis, in e, for atoms 1 through 4:
1. H 0.270
2. H 0.286
3. H 0.315
4. H 0.319



Record 4
DFT (ωB97M-V/def2-TZVPD) results for a 4-piece molecular cluster, C4H19N3O3 overall at a distorted geometry.

```
! wB97M-V def2-TZVPD RIJCOSX def2/J DEFGRID3
* xyz 2 1
H -0.617 -1.676 -5.711
N -2.261 0.320 -0.591
H -1.571 -1.119 1.146
H -2.721 0.260 0.296
H 0.708 -1.047 -1.508
C -0.172 -0.458 -1.692
N -0.484 0.013 -3.043
H 0.024 -1.710 0.553
H 0.347 0.475 -3.449
H -1.528 -0.567 -5.819
H 0.597 0.971 1.172
H 1.415 2.106 3.827
H 0.862 -1.544 2.375
H 3.581 -0.645 0.946
O 3.416 0.197 1.394
C -0.623 -0.818 0.694
O -1.269 -1.225 -5.147
O 0.594 2.216 4.299
H -2.514 1.018 -1.269
C -0.960 -0.181 -0.637
N 0.699 -0.614 2.787
H -0.777 -0.706 -3.878
H 1.629 -0.162 2.852
H 4.288 0.594 1.508
H -0.782 0.808 2.011
C 0.037 0.151 1.679
H -1.050 0.865 -3.122
H 0.249 -0.566 3.708
H 0.780 2.859 5.000
*
```

Results
HOMO-LUMO gap = 9.82 eV
E_LUMO = -5.792 eV

Results of the Mulliken charge analysis, in e, for atoms 1 through 4:
1. H 0.387
2. N -0.455
3. H 0.445
4. H 0.216



E values (in Eh) by entry order: -13819.9285; -603.9803; -249.6406; -553.1829.
Highest occupied orbital energy values (in Eh) by entry order: -0.4290; -0.3346; -0.3061; -0.5736.
Energy above the lowest of the compared OMol25 structures with the same formula, charge and spin values (in kcal/mol) by entry order: 0.0; 98.7; 45.9; 29.3.